67
Properties=species:S:1:pos:R:3:nbo_charge:R:1 method="wB97M-V/def2-TZVPD" gap_ev=5.69 charge=+2 lumo_energy_ev=-7.50
In -0.2754 1.1475 0.1273 0.74
O 0.6250 -3.1794 5.8889 -0.72
C 0.6925 -1.7879 6.1006 -0.10
C 0.3706 -1.0873 4.8101 0.06
C 0.5951 0.2785 4.6655 -0.23
C 0.2839 0.8775 3.4625 0.05
N -0.2235 0.2087 2.4272 -0.55
C -0.4888 -1.1012 2.5729 0.18
C -0.1881 -1.7789 3.7432 -0.22
C -1.1778 -1.7746 1.4076 0.18
C -1.7823 -3.0134 1.5336 -0.18
C -2.4591 -3.5663 0.4521 0.04
C -3.1606 -4.8971 0.6054 -0.10
O -2.5489 -5.7189 1.5736 -0.70
C -2.5075 -2.8422 -0.7334 -0.24
C -1.8854 -1.6098 -0.7843 0.06
N -1.2271 -1.0871 0.2497 -0.57
H 0.7753 -3.6382 6.7213 0.49
H 1.6838 -1.4737 6.4429 0.19
H -0.0344 -1.4609 6.8540 0.20
H 1.0158 0.8667 5.4708 0.24
H 0.4472 1.9395 3.3156 0.20
H -0.3710 -2.8374 3.8480 0.26
H -1.7534 -3.5624 2.4635 0.25
H -3.2510 -5.3894 -0.3659 0.19
H -4.1743 -4.7049 0.9646 0.22
H -1.8333 -6.2205 1.1702 0.48
H -3.0167 -3.2303 -1.6060 0.24
H -1.8843 -1.0164 -1.6930 0.21
O 0.2540 0.5784 -2.7108 -0.78
C 1.6740 0.4666 -2.9170 -0.08
C 2.1654 -0.9666 -2.8190 -0.42
C 1.8414 -1.6499 -1.4819 -0.44
C 2.5649 -1.0263 -0.3238 0.25
C 3.8183 -1.4920 0.0621 -0.24
C 4.5335 -0.8248 1.0353 -0.12
C 3.9883 0.3201 1.5979 -0.24
C 2.7348 0.7091 1.1810 0.04
N 2.0111 0.0453 0.2665 -0.56
H -0.1943 0.2069 -3.4792 0.49
H 2.1289 1.0868 -2.1444 0.19
H 1.9519 0.8937 -3.8828 0.21
H 3.2461 -0.9716 -2.9863 0.23
H 1.7249 -1.5590 -3.6258 0.22
H 2.1188 -2.7021 -1.5526 0.23
H 0.7707 -1.5971 -1.3057 0.22
H 4.2266 -2.3703 -0.4202 0.24
H 5.5103 -1.1780 1.3384 0.24
H 4.5224 0.8966 2.3397 0.24
H 2.2817 1.6047 1.5906 0.20
N -3.1958 4.1008 -0.2736 -0.63
C -2.6418 4.2028 -1.4546 0.37
C -3.2806 3.6040 -2.6030 -0.26
C -2.5765 3.4265 -3.7283 -0.07
C -1.1692 3.8068 -3.7538 -0.11
C -0.6442 4.6720 -2.7057 -0.07
C -1.3549 4.8461 -1.5849 -0.25
S -0.0347 2.6497 -4.5030 2.40
O -0.5598 3.9932 -5.1248 -0.59
O -0.6168 1.4852 -5.0636 -0.86
O 1.3036 2.7094 -4.0408 -0.84
H -4.0318 3.5495 -0.1406 0.43
H -2.6999 4.4143 0.5489 0.43
H -4.3046 3.2629 -2.5215 0.26
H -2.9941 2.9402 -4.6004 0.27
H 0.3469 5.0875 -2.8327 0.27
H -0.9586 5.4110 -0.7517 0.26

***

61
Properties=species:S:1:pos:R:3:nbo_charge:R:1 method="wB97M-V/def2-TZVPD" gap_ev="7.03 / 6.26" spin_multiplicity=5 lumo_energy_ev="0.64 / -1.68"
C -2.2835 1.5904 -2.1249 -0.37
C -1.2289 0.8471 -2.7401 -0.10
C -1.1173 -0.4034 -2.0635 -0.31
H -0.6074 1.1881 -3.5653 0.21
C -2.1127 -0.4405 -1.0477 -0.26
C -2.8471 0.7871 -1.0994 -0.08
H -2.2962 -1.2637 -0.3551 0.21
C 1.2846 3.5930 -0.0116 -0.31
C 0.5979 2.8483 -0.9884 -0.29
C 1.2166 1.5778 -1.0965 -0.35
H -0.2019 3.2173 -1.6135 0.28
C 2.2916 1.4981 -0.1231 -0.03
C 2.3525 2.7960 0.5142 -0.34
H -0.4224 -1.2021 -2.3111 0.23
H -3.6968 1.0498 -0.4723 0.21
H -2.5955 2.5902 -2.3918 0.24
H 3.1093 3.1185 1.2386 0.25
H 0.9465 0.7809 -1.8033 0.25
H 1.0789 4.6368 0.2212 0.26
Rh 0.5597 1.8458 0.8150 1.02
C 2.8842 0.1581 0.3230 -0.07
C 3.6819 0.3142 1.6356 -0.62
C 3.7464 -0.6030 -0.6831 -0.59
H 4.4934 1.0439 1.4793 0.22
H 4.1497 -0.6595 1.8458 0.21
H 3.0531 0.6618 2.4695 0.24
H 4.6155 -0.0177 -0.9934 0.22
H 3.1779 -0.9419 -1.5638 0.21
H 4.1205 -1.4756 -0.1265 0.21
C 1.5526 -0.7488 0.4199 -0.60
C 1.0890 -1.1224 1.8031 0.72
H 1.6614 -1.7007 -0.1427 0.26
H 0.6193 -0.2971 -0.0939 0.28
O 0.7456 -0.2108 2.5827 -0.55
N 0.9605 -2.5296 1.9084 -0.71
C -0.2567 -3.0102 1.2143 -0.24
H 1.1869 -2.9936 2.7887 0.41
C -0.1870 -3.4875 -0.2390 -0.04
C -1.4187 -3.8304 -0.8187 -0.21
H -2.3198 -3.7786 -0.1908 0.21
C -1.5023 -4.2535 -2.1459 -0.20
H -2.4774 -4.5039 -2.5586 0.22
C -0.3443 -4.3762 -2.9145 -0.24
H -0.4117 -4.7060 -3.9467 0.22
C 0.8866 -4.0659 -2.3440 -0.16
H 1.7963 -4.1618 -2.9277 0.21
C 0.9829 -3.6538 -1.0019 -0.25
H 1.9661 -3.4930 -0.5441 0.22
H -0.9838 -2.1743 1.2504 0.21
H -0.7097 -3.8151 1.8106 0.23
O -1.5517 0.9427 2.9369 -0.61
C -1.9849 1.9999 2.4882 0.68
C -3.2266 2.7667 2.9157 -0.52
C -3.4085 3.8141 1.8460 -0.51
C -2.2582 3.5993 0.8515 0.69
O -2.1736 4.1064 -0.2536 -0.63
N -1.3991 2.6721 1.4314 -0.77
H -4.0724 2.0833 3.0132 0.23
H -3.0362 3.2402 3.8842 0.23
H -4.3698 3.7381 1.3341 0.23
H -3.3053 4.8146 2.2752 0.23

***

60
Properties=species:S:1:pos:R:3:nbo_charge:R:1 method="wB97M-V/def2-TZVPD" gap_ev=5.98 lumo_energy_ev=-0.95
O 3.5558 2.1109 2.1542 -0.73
C 3.6813 0.9566 2.5900 0.77
O 3.5685 0.3559 3.6690 -0.73
C 4.0099 -0.0797 1.4020 -0.16
C 4.9401 -1.2156 1.8613 -0.43
C 4.0091 -2.3410 2.1359 0.00
C 2.7338 -2.0239 1.6360 0.20
C 1.6906 -2.9485 1.6943 -0.24
C 1.9044 -4.1494 2.3814 -0.22
C 3.1682 -4.4504 2.9168 -0.20
C 4.2350 -3.5526 2.7807 -0.19
N 2.7255 -0.7082 1.1660 -0.31
C 1.6613 -0.0146 0.6947 0.20
C 0.3497 -0.3262 1.0684 -0.37
C -0.7998 0.0133 0.4005 -0.23
C -2.0716 -0.4871 0.7781 -0.03
C -3.1796 -0.3979 -0.1102 -0.22
C -4.3647 -1.0839 0.1367 -0.22
C -4.5019 -1.8760 1.2846 -0.20
C -3.4539 -1.9270 2.2161 -0.22
C -2.2798 -1.2161 1.9993 -0.19
H 4.3622 0.4827 0.5336 0.22
H 5.6234 -1.4576 1.0374 0.21
H 5.5428 -0.9450 2.7324 0.26
H 0.7344 -2.7369 1.2208 0.22
H 1.0854 -4.8615 2.4935 0.22
H 3.3236 -5.3977 3.4359 0.22
H 5.2341 -3.7627 3.1685 0.22
H 1.8914 0.8798 0.1073 0.22
H 0.2749 -0.9165 1.9908 0.18
H -0.7034 0.9058 -0.6615 0.29
H -3.0609 0.1982 -1.0173 0.20
H -5.1847 -1.0015 -0.5776 0.21
H -5.4152 -2.4484 1.4517 0.22
H -3.5635 -2.5236 3.1249 0.22
H -1.4981 -1.2287 2.7625 0.22
C -2.2115 3.0823 -0.6502 -0.62
C -1.5554 3.3339 -1.9934 0.13
C -2.5516 3.9303 -2.9747 -0.61
C -0.3886 4.3004 -1.8236 -0.61
N -1.0833 2.0397 -2.5255 -0.33
C -0.8224 0.9464 -1.8151 0.20
N -0.6340 -0.0614 -2.6586 -0.34
C -0.4767 -1.4608 -2.3136 -0.41
C -0.7038 0.4269 -3.9702 -0.07
C -0.9147 1.7480 -3.8790 -0.08
H -1.4993 2.7023 0.0898 0.24
H -2.6137 4.0356 -0.2851 0.23
H -3.0507 2.3837 -0.7455 0.22
H -2.0946 4.1537 -3.9463 0.21
H -3.4117 3.2648 -3.1161 0.22
H -2.9237 4.8742 -2.5567 0.23
H 0.1076 4.5014 -2.7808 0.21
H -0.7846 5.2500 -1.4373 0.22
H 0.3435 3.9179 -1.1025 0.23
H -1.3487 -1.8197 -1.7494 0.23
H -0.3943 -2.0293 -3.2455 0.21
H 0.4215 -1.6171 -1.7032 0.23
H -0.6083 -0.2146 -4.8248 0.23
H -1.0294 2.4861 -4.6517 0.23

***

63
Properties=species:S:1:pos:R:3:nbo_charge:R:1 method="wB97M-V/def2-TZVPD" gap_ev="7.47 / 5.31" spin_multiplicity=5 lumo_energy_ev="-0.02 / -2.59"
Ru -0.3203 -0.3661 -0.3341 0.74
C -1.9521 -2.1084 1.4810 -0.42
N -0.8497 -1.1303 1.6530 -0.47
C -1.3225 -0.0117 2.5062 -0.42
C 0.3313 -1.7395 2.2637 0.22
C 0.2422 -2.4800 3.4268 -0.24
C 1.3908 -2.9596 4.0421 -0.20
C 2.6355 -2.6631 3.5009 -0.19
C 2.7372 -1.9258 2.3370 -0.22
C 1.5826 -1.4831 1.6756 0.08
N 1.5742 -0.7569 0.5045 -0.48
C 2.7312 -0.3531 -0.1551 0.18
C 3.7328 -1.2352 -0.5618 -0.23
C 4.7345 -0.7991 -1.4127 -0.22
C 4.7430 0.5167 -1.8531 -0.17
C 3.7612 1.4083 -1.4394 -0.24
C 2.7536 0.9884 -0.5833 0.14
N 1.6940 1.8148 -0.1373 -0.43
C 1.7363 2.1376 1.2888 -0.40
C 1.4486 3.0143 -0.9247 -0.42
H -2.3198 -2.4576 2.4486 0.19
H -1.5937 -2.9576 0.9029 0.23
H -2.7597 -1.6165 0.9435 0.24
H -1.6194 -0.3837 3.4910 0.19
H -2.1655 0.4654 2.0109 0.24
H -0.5148 0.7085 2.6266 0.21
H -0.7234 -2.6763 3.8735 0.22
H 1.3128 -3.5414 4.9501 0.22
H 3.5355 -3.0077 3.9925 0.22
H 3.7092 -1.6850 1.9320 0.23
H 3.6640 -2.2793 -0.2841 0.23
H 5.4787 -1.4990 -1.7673 0.23
H 5.5095 0.8512 -2.5390 0.23
H 3.7799 2.4275 -1.7988 0.23
H 2.5239 2.8715 1.5040 0.18
H 1.9225 1.2467 1.8838 0.21
H 0.7773 2.5660 1.5837 0.20
H 2.2168 3.7819 -0.7616 0.18
H 0.4835 3.4275 -0.6313 0.21
H 1.4063 2.7622 -1.9816 0.23
S 0.3586 -2.6953 -1.2106 -0.01
C 1.3305 -2.1500 -2.4995 -0.30
C 2.2972 -3.0752 -3.0243 0.25
N 3.0620 -3.8337 -3.4265 -0.29
C 1.2525 -0.8801 -3.0233 -0.30
S 0.1083 0.2873 -2.4817 0.16
C 2.1142 -0.4883 -4.0995 0.26
N 2.7907 -0.1521 -4.9671 -0.29
C -4.3946 3.0124 -1.2741 -0.58
C -4.5699 1.5198 -0.9632 -0.17
C -5.4093 1.3548 0.3102 -0.58
C -5.2761 0.8317 -2.1393 -0.58
C -3.2451 0.9069 -0.7713 0.03
C -2.1458 0.4087 -0.6205 -0.41
H -5.3704 3.4791 -1.4259 0.20
H -3.7989 3.1491 -2.1768 0.22
H -3.8909 3.5219 -0.4515 0.21
H -6.3944 1.8067 0.1744 0.21
H -4.9230 1.8393 1.1584 0.21
H -5.5448 0.2986 0.5479 0.21
H -6.2588 1.2812 -2.2986 0.20
H -5.4085 -0.2325 -1.9416 0.21
H -4.6915 0.9372 -3.0533 0.22

***

74
Properties=species:S:1:pos:R:3:lowdin_charge:R:1 method="wB97M-V/def2-TZVPD" gap_ev="7.51 / 7.68" spin_multiplicity=2 charge=-1 lumo_energy_ev="2.31 / 2.31"
Ti 10.3806 10.4237 11.6563 0.87
N 9.2564 6.3234 11.0778 0.06
C 9.8643 7.4457 11.5857 -0.90
S 11.1203 8.1778 10.6472 0.63
N 9.4080 7.8242 12.7412 -0.01
N 9.9837 8.9903 13.1878 -0.13
C 10.2435 9.0440 14.4496 -0.03
C 11.1211 10.0988 14.9885 -0.13
C 11.1357 10.3632 16.3850 -0.03
C 12.0451 11.2636 16.9169 -0.11
C 12.7795 12.0392 16.0319 -0.11
C 12.7457 11.8341 14.6730 -0.01
C 11.9032 10.8450 14.1118 -0.34
O 11.8304 10.7279 12.8142 -0.21
H 9.6460 5.8428 10.2859 0.07
H 8.9284 5.6568 11.7308 0.07
H 9.9965 8.2204 15.0918 0.12
H 10.4325 9.7881 16.9647 0.10
H 12.0825 11.5530 17.9593 0.09
H 13.4178 12.8075 16.4555 0.10
H 13.3427 12.4742 14.0036 0.12
C 5.7008 9.4768 10.0188 -0.06
C 6.0079 9.6794 11.3333 -0.05
C 7.3576 9.8392 11.6617 -0.11
N 8.3501 9.9376 10.7455 0.00
C 8.0207 9.7697 9.4699 -0.14
C 6.7176 9.5385 9.0544 -0.05
H 4.6568 9.3198 9.7448 0.11
H 5.2700 9.7285 12.0877 0.09
H 7.6256 10.0334 12.6534 0.06
H 8.8152 9.8110 8.7030 0.13
H 6.4993 9.4791 8.0137 0.09
C 9.5028 13.2263 9.1842 0.02
C 10.8326 12.3778 9.2136 -0.61
O 11.8017 12.7310 8.5311 -0.01
O 10.8605 11.3214 9.9357 -0.19
H 9.3224 13.6866 10.1393 0.05
H 8.6994 12.5272 9.0674 0.05
H 9.4850 14.0162 8.4415 0.07
C 14.8289 12.6497 7.9290 -0.07
N 15.4312 11.3249 8.0633 -0.09
C 14.8283 10.1800 8.4814 -0.98
N 13.4870 10.1907 8.5022 0.12
S 15.7528 8.8153 8.7865 0.48
H 15.6136 13.2994 8.3555 0.09
H 13.8638 12.7298 8.4476 0.05
H 14.6101 12.8636 6.9084 0.07
H 16.4398 11.1829 8.1146 0.09
H 12.9202 11.0523 8.4477 0.07
H 13.0490 9.2937 8.6822 0.06
N 5.5784 16.5744 9.7028 0.09
C 5.7858 15.6689 10.7173 -0.35
C 5.5733 15.9681 12.0551 -0.03
C 5.5993 14.9318 13.0055 -0.10
C 5.7356 13.6269 12.6055 -0.29
C 6.0594 13.3333 11.2900 -0.04
C 6.1329 14.3755 10.3662 -0.03
S 6.1198 12.4643 13.9168 0.56
O 6.0492 13.1595 15.1671 -0.32
O 5.2475 11.3299 13.8697 -0.32
N 7.5609 11.9452 13.4341 -0.13
C 8.5619 12.7461 13.2191 -0.68
S 8.8211 14.4001 13.7412 1.07
C 10.3911 14.3972 13.1095 -0.42
C 10.6367 13.2106 12.5451 -0.29
N 9.6211 12.2775 12.5643 -0.04
H 5.7333 17.5593 9.8623 0.09
H 5.6606 16.3102 8.7403 0.08
H 5.2002 16.9529 12.3748 0.11
H 5.4493 15.1961 14.0222 0.10
H 6.2422 12.3237 10.9793 0.10
H 6.3320 14.2359 9.3113 0.11
H 11.0188 15.2666 12.9883 0.07
H 11.5492 12.9339 12.0698 0.10

***

65
Properties=species:S:1:pos:R:3:nbo_charge:R:1 method="wB97M-V/def2-TZVPD" gap_ev=4.35 charge=+4 lumo_energy_ev=-12.47
Au 0.8585 -0.2060 2.7308 1.25
Se 1.4316 -2.9244 4.2756 0.39
Se -0.2328 -2.4185 2.6315 0.42
C -1.5205 -1.2175 3.4918 0.03
C -2.7239 -1.5188 4.0671 -0.20
C -3.4963 -0.4323 4.4969 -0.07
C -3.0346 0.8631 4.3257 -0.19
C -1.7969 1.0829 3.7353 0.09
N -1.0759 0.0388 3.3229 -0.50
C 2.8638 -2.1955 3.2013 0.01
C 4.0579 -2.8813 3.1654 -0.23
C 5.1355 -2.3248 2.4778 -0.06
C 4.9723 -1.1206 1.8141 -0.20
C 3.7445 -0.4883 1.8615 0.07
N 2.7199 -1.0072 2.5574 -0.53
H -3.0621 -2.5405 4.1791 0.28
H -4.4566 -0.6105 4.9645 0.28
H -3.6194 1.7104 4.6566 0.28
H -1.3724 2.0692 3.6039 0.25
H 4.1502 -3.8417 3.6556 0.28
H 6.0841 -2.8460 2.4511 0.28
H 5.7807 -0.6681 1.2572 0.28
H 3.5645 0.4501 1.3524 0.24
N 1.4697 1.6716 3.1613 -1.08
S 1.2884 2.8434 1.9920 1.07
C 0.8351 4.2947 2.9079 -0.20
C 0.9720 4.3794 4.2869 -0.25
C 0.6362 5.5771 4.9024 -0.18
C 0.1840 6.6503 4.1455 -0.14
C 0.0502 6.5400 2.7667 -0.16
C 0.3722 5.3513 2.1310 -0.24
C 2.8981 3.1848 1.3570 -0.22
C 3.8437 3.8576 2.1278 -0.23
C 5.0969 4.0790 1.5826 -0.16
C 5.3825 3.6466 0.2897 -0.14
C 4.4231 2.9898 -0.4714 -0.19
C 3.1624 2.7537 0.0593 -0.24
H 2.3879 1.7000 3.5998 0.41
H 1.3206 3.5415 4.8755 0.23
H 0.7345 5.6734 5.9751 0.25
H -0.0693 7.5809 4.6352 0.26
H -0.3085 7.3781 2.1850 0.26
H 0.2701 5.2586 1.0559 0.24
H 3.5991 4.2339 3.1143 0.25
H 5.8450 4.6115 2.1541 0.26
H 6.3576 3.8458 -0.1350 0.26
H 4.6468 2.6870 -1.4853 0.25
H 2.3925 2.2762 -0.5355 0.24
N -5.0368 -5.6343 -8.6684 -0.49
C -5.8794 -4.6583 -7.8859 -0.24
C -5.2891 -4.5001 -6.4882 -0.25
N -3.8845 -4.1281 -6.4795 -0.60
C -3.0828 -5.0399 -7.2773 -0.25
C -3.5870 -5.2203 -8.7061 -0.24
H -5.3992 -5.7249 -9.6190 0.45
H -5.1120 -6.5614 -8.2428 0.43
H -6.8984 -5.0412 -7.8663 0.25
H -5.8598 -3.7223 -8.4434 0.23
H -5.4000 -5.4425 -5.9414 0.21
H -5.8755 -3.7564 -5.9511 0.24
H -3.7538 -3.1665 -6.7698 0.37
H -3.0659 -6.0134 -6.7760 0.21
H -2.0520 -4.6919 -7.3197 0.24
H -3.0370 -5.9883 -9.2473 0.25
H -3.5500 -4.2890 -9.2706 0.23

***

60
Properties=species:S:1:pos:R:3:nbo_charge:R:1 method="wB97M-V/def2-TZVPD" gap_ev="2.33 / 4.44" spin_multiplicity=5 charge=-1 lumo_energy_ev="2.26 / 1.64"
C -2.3344 -0.0693 0.3273 -0.24
O -1.6229 0.3305 1.5142 -0.56
C -0.2492 0.3680 1.6264 0.32
C 0.4759 -0.8846 1.8520 -0.15
C 1.8167 -1.0057 1.4254 -0.21
C 2.5592 -2.1204 1.7975 -0.21
C 1.9749 -3.1192 2.5815 -0.25
C 0.6224 -3.0410 2.9397 -0.23
C -0.1442 -1.9458 2.5589 -0.18
C 0.1761 1.6409 2.0583 -0.19
N 0.8918 1.8900 3.2068 -0.33
C 1.5518 0.8273 3.9637 -0.41
C 0.8744 3.2092 3.6122 0.16
C 1.6545 3.6618 4.7994 -0.65
C -0.0353 3.9520 2.9104 -0.25
C -0.5175 5.3096 3.2656 -0.63
S -0.7572 3.0690 1.6197 0.41
H -3.3946 -0.0048 0.6036 0.18
H -2.1119 0.6227 -0.5047 0.20
H -2.0735 -1.1061 0.0646 0.19
H 2.2302 -0.1855 0.8312 0.23
H 3.6112 -2.1781 1.5091 0.21
H 2.5765 -3.9671 2.9074 0.20
H 0.1701 -3.8203 3.5625 0.20
H -1.1917 -1.8336 2.8624 0.21
H 1.8804 1.2558 4.9159 0.20
H 0.8564 -0.0024 4.1770 0.22
H 2.4331 0.4381 3.4284 0.22
H 1.6305 4.7552 4.8078 0.22
H 1.2325 3.3295 5.7626 0.22
H 2.7141 3.3624 4.7667 0.22
H 0.1710 5.8272 3.9424 0.21
H -0.6460 5.9251 2.3670 0.22
H -1.4946 5.2514 3.7710 0.21
C 1.3272 0.8156 -1.8830 -0.65
C 0.4293 -0.2754 -1.4553 -0.22
C 0.0803 -1.3502 -2.3046 -0.04
C -1.0817 -2.2701 -2.1996 -0.34
C -0.9070 -3.3561 -3.1246 -0.26
C 0.2919 -3.1059 -3.8995 -0.31
C 0.8670 -1.8592 -3.4596 -0.32
Fe -0.9843 -1.5768 -4.0137 0.08
C -1.1434 -1.0690 -5.9070 -0.32
C -1.1450 0.1150 -5.0611 -0.30
C -2.2322 -0.0128 -4.1140 -0.31
C -2.9051 -1.2695 -4.3619 -0.30
C -2.2418 -1.9274 -5.4755 -0.29
H 0.7793 1.7071 -2.2451 0.20
H 1.9444 1.1533 -1.0297 0.18
H 2.0181 0.4651 -2.6678 0.21
H 0.1637 -0.3588 -0.4103 0.17
H -1.8449 -2.1789 -1.4363 0.19
H -1.5371 -4.2486 -3.1675 0.21
H 0.7380 -3.7833 -4.6324 0.21
H 1.8240 -1.4232 -3.7390 0.20
H -0.5062 -1.2338 -6.7717 0.21
H -0.5237 0.9950 -5.2112 0.21
H -2.5717 0.7613 -3.4294 0.21
H -3.8171 -1.6060 -3.8720 0.21
H -2.5524 -2.8492 -5.9617 0.21

***

| no. | electronic energy (Eh) |
| --- | --- |
| 1 | -2266.3874 |
| 2 | -1453.6846 |
| 3 | -1322.7182 |
| 4 | -2173.0713 |
| 5 | -4319.6664 |
| 6 | -6617.8592 |
| 7 | -2800.3355 |